10
Properties=species:S:1:pos:R:3 method="wB97M-V/def2-TZVPD" e_homo_ha=-0.30345 energy_ev=-5714.1526 fmax_ev_per_a=0.48 gap_ha=0.324
N -1.294 -0.288 1.102
C -1.112 0.684 0.293
C 0.061 0.737 -0.578
C 0.953 -0.248 -0.408
C 1.588 -1.248 0.204
H -2.142 -0.149 1.650
H -1.802 1.534 0.206
H 0.187 1.523 -1.311
H 2.046 -0.320 -0.868
H 1.515 -2.225 -0.291


9
Properties=species:S:1:pos:R:3 method="wB97M-V/def2-TZVPD" smiles=N#C[C@H]1CN1 e_homo_ha=-0.37011 energy_ev=-6151.7284 fmax_ev_per_a=2.21 gap_ha=0.403
N 2.547 -0.480 -0.155
C 1.489 -0.018 -0.229
C 0.162 0.577 -0.274
C -0.992 -0.289 -0.617
N -0.612 0.304 0.916
H 0.171 1.616 -0.592
H -1.764 0.129 0.173
H -0.707 -1.346 -0.672
H -0.294 -0.493 1.451


44
Properties=species:S:1:pos:R:3 method="wB97M-V/def2-TZVPD" smiles=NCCCCCn1c[n+](CCc2ccccc2)cc1S charge=+1 e_homo_ha=-0.42686 energy_ev=-32281.4112 fmax_ev_per_a=0.40 gap_ha=0.329
N -2.944 -3.448 -2.196
C -1.669 -3.081 -1.581
C -0.683 -2.617 -2.650
C 0.770 -2.580 -2.160
C 1.189 -1.212 -1.599
C 2.070 -1.334 -0.362
N 2.135 -0.095 0.426
C 1.667 1.086 0.054
N 1.887 1.967 1.025
C 1.476 3.375 1.032
C 0.098 3.585 0.398
C -0.932 2.583 0.859
C -1.265 2.467 2.206
C -2.181 1.523 2.629
C -2.782 0.679 1.714
C -2.465 0.791 0.371
C -1.546 1.739 -0.049
C 2.521 1.325 2.052
C 2.690 0.026 1.693
S 3.529 -1.241 2.538
H -3.403 -2.632 -2.584
H -3.574 -3.850 -1.515
H -1.786 -2.304 -0.808
H -1.270 -3.966 -1.082
H -0.773 -3.312 -3.487
H -0.978 -1.632 -3.024
H 1.442 -2.859 -2.973
H 0.898 -3.349 -1.392
H 0.296 -0.630 -1.349
H 1.724 -0.653 -2.373
H 3.091 -1.625 -0.608
H 1.654 -2.103 0.291
H 1.167 1.311 -0.871
H 1.475 3.680 2.078
H 2.229 3.973 0.518
H 0.183 3.539 -0.690
H -0.208 4.603 0.644
H -0.806 3.132 2.929
H -2.434 1.458 3.679
H -3.507 -0.056 2.039
H -2.940 0.152 -0.364
H -1.330 1.829 -1.109
H 2.815 1.806 2.970
H 2.468 -2.046 2.684


89
Properties=species:S:1:pos:R:3 method="wB97M-V/def2-TZVPD" charge=+1 e_homo_ha="-0.27792 / -0.34362" energy_ev=-150954.2195 fmax_ev_per_a=1.72 multiplicity=6 gap_ha="0.182 / 0.122"
Ir -0.051 0.039 -0.038
S 2.343 -5.570 4.053
C 2.565 -6.974 3.119
C 2.261 -6.755 1.815
C 1.844 -5.416 1.578
C 1.829 -4.635 2.706
C 1.468 -3.225 2.835
C 0.960 -2.523 1.724
N 0.642 -1.246 1.743
C 0.823 -0.509 2.897
C 1.292 -1.158 4.086
C 1.430 -0.344 5.285
C 1.146 0.966 5.266
C 0.680 1.631 4.052
C 0.353 2.939 4.005
C -0.121 3.524 2.754
C -0.173 2.677 1.627
N 0.119 1.398 1.641
C 0.546 0.822 2.868
C -0.560 4.869 2.641
C -1.068 5.545 1.526
C -1.432 6.875 1.800
C -1.212 7.218 3.108
S -0.557 5.928 4.005
C 1.599 -2.492 4.032
H 2.905 -7.890 3.579
H 2.338 -7.517 1.051
H 1.569 -5.046 0.598
H 0.791 -3.038 0.783
H 1.782 -0.822 6.193
H 1.257 1.570 6.161
H 0.441 3.547 4.899
H -0.459 3.096 0.671
H -1.173 5.091 0.549
H -1.840 7.559 1.067
H -1.396 8.172 3.582
H 1.960 -2.986 4.930
S -1.509 1.969 -1.438
C -3.052 1.345 -1.747
C -3.797 1.918 -2.813
C -5.037 1.418 -3.141
C -5.565 0.360 -2.404
C -4.854 -0.204 -1.337
C -3.607 0.274 -0.997
As -2.569 -0.456 0.479
C -3.057 0.792 1.893
C -3.777 1.959 1.659
C -4.097 2.811 2.716
C -3.696 2.498 4.006
C -2.966 1.336 4.244
C -2.644 0.488 3.192
C -3.565 -2.050 0.926
C -3.162 -3.224 0.291
C -3.866 -4.404 0.486
C -4.980 -4.411 1.315
C -5.385 -3.240 1.948
C -4.682 -2.055 1.756
H -3.363 2.740 -3.369
H -5.598 1.847 -3.962
H -6.545 -0.030 -2.652
H -5.296 -1.018 -0.778
H -4.104 2.212 0.657
H -4.661 3.717 2.526
H -3.951 3.157 4.827
H -2.646 1.092 5.250
H -2.077 -0.415 3.390
H -2.286 -3.222 -0.348
H -3.545 -5.315 -0.005
H -5.532 -5.330 1.473
H -6.254 -3.245 2.595
H -5.015 -1.154 2.248
C 1.856 0.662 -0.549
H 1.801 1.575 -1.149
H 2.378 -0.105 -1.116
H 2.409 0.888 0.367
N 0.604 -6.867 -7.195
C 0.511 -6.063 -6.378
C 0.391 -5.048 -5.346
C 1.476 -4.228 -5.054
C 1.360 -3.265 -4.070
C 0.161 -3.111 -3.364
C -0.925 -3.945 -3.672
C -0.812 -4.907 -4.656
C 0.050 -2.120 -2.342
C -0.015 -1.252 -1.465
H 2.402 -4.349 -5.602
H 2.196 -2.618 -3.836
H -1.856 -3.820 -3.131
H -1.646 -5.552 -4.900


59
Properties=species:S:1:pos:R:3 method="wB97M-V/def2-TZVPD" smiles="COc1ccc([C@H](CNC(=O)COc2ccccc2OC)N2CCCCC2)cc1" e_homo_ha=-0.30240 energy_ev=-35507.7514 fmax_ev_per_a=0.54 gap_ha=0.324
C 1.230 3.769 -3.548
O 0.240 3.875 -2.556
C 0.406 3.177 -1.395
C 1.498 2.375 -1.093
C 1.554 1.701 0.117
C 0.532 1.803 1.050
C 0.587 1.094 2.391
C 1.335 -0.267 2.317
N 0.932 -1.096 1.211
C 0.381 -2.306 1.357
O 0.154 -2.844 2.422
C 0.011 -2.984 0.034
O 0.577 -2.276 -1.042
C 0.397 -2.751 -2.310
C -0.384 -3.839 -2.655
C -0.494 -4.230 -3.983
C 0.174 -3.534 -4.966
C 0.964 -2.441 -4.634
C 1.086 -2.040 -3.316
O 1.840 -0.988 -2.877
C 2.619 -0.298 -3.819
N -0.734 1.030 2.982
C -1.662 0.108 2.350
C -3.085 0.460 2.778
C -3.204 0.352 4.294
C -2.145 1.237 4.943
C -0.759 0.862 4.420
C -0.542 2.637 0.750
C -0.612 3.308 -0.451
H 1.348 2.736 -3.889
H 2.196 4.148 -3.197
H 0.884 4.385 -4.377
H 2.318 2.268 -1.785
H 2.430 1.104 0.322
H 1.184 1.728 3.064
H 2.413 -0.083 2.261
H 1.133 -0.836 3.228
H 1.062 -0.742 0.273
H 0.371 -4.020 0.070
H -1.087 -3.002 -0.031
H -0.912 -4.394 -1.896
H -1.107 -5.081 -4.236
H 0.092 -3.833 -6.000
H 1.481 -1.911 -5.419
H 3.181 0.443 -3.252
H 3.321 -0.964 -4.330
H 1.997 0.210 -4.565
H -1.562 0.198 1.266
H -1.459 -0.935 2.640
H -3.791 -0.215 2.290
H -3.314 1.480 2.465
H -4.202 0.651 4.622
H -3.045 -0.686 4.596
H -2.342 2.281 4.696
H -2.168 1.129 6.029
H -0.008 1.519 4.866
H -0.533 -0.177 4.721
H -1.326 2.755 1.480
H -1.448 3.949 -0.683


60
Properties=species:S:1:pos:R:3 method="wB97M-V/def2-TZVPD" smiles="COc1ccc(NC(=O)CN(C)CC(=O)Nc2ccc(N3CCOCC3)cc2)c([N+](=O)[O-])c1" e_homo_ha=-0.26936 energy_ev=-42985.1071 fmax_ev_per_a=1.67 gap_ha=0.239
C -2.900 -3.471 -0.456
O -2.560 -2.389 0.383
C -1.250 -2.048 0.498
C -0.199 -2.641 -0.207
C 1.100 -2.226 -0.012
C 1.424 -1.201 0.879
N 2.726 -0.792 1.073
C 3.883 -1.292 0.524
O 3.947 -2.276 -0.174
C 5.108 -0.444 0.873
N 5.476 0.509 -0.159
C 5.907 -0.110 -1.399
C 4.563 1.621 -0.314
C 3.168 1.277 -0.862
O 2.996 0.461 -1.744
N 2.171 1.975 -0.255
C 0.784 1.824 -0.404
C -0.045 2.548 0.449
C -1.410 2.361 0.438
C -2.002 1.437 -0.430
N -3.346 1.140 -0.365
C -4.153 1.454 0.790
C -5.139 0.299 1.008
O -5.941 0.073 -0.130
C -5.138 -0.233 -1.246
C -4.157 0.906 -1.537
C -1.163 0.766 -1.328
C 0.202 0.954 -1.322
C 0.357 -0.592 1.580
N 0.527 0.482 2.493
O -0.436 0.866 3.124
O 1.640 0.994 2.621
C -0.954 -1.025 1.383
H -2.660 -3.259 -1.503
H -3.976 -3.599 -0.351
H -2.397 -4.392 -0.145
H -0.384 -3.430 -0.918
H 1.900 -2.690 -0.565
H 2.806 0.010 1.699
H 5.956 -1.123 0.998
H 4.949 0.104 1.806
H 5.117 -0.672 -1.904
H 6.731 -0.786 -1.173
H 6.266 0.671 -2.067
H 4.476 2.118 0.658
H 5.025 2.324 -1.016
H 2.431 2.620 0.479
H 0.388 3.257 1.142
H -2.015 2.942 1.115
H -3.522 1.545 1.673
H -4.714 2.390 0.644
H -5.826 0.527 1.825
H -4.571 -0.613 1.246
H -5.820 -0.385 -2.084
H -4.572 -1.156 -1.054
H -3.534 0.660 -2.395
H -4.735 1.814 -1.774
H -1.578 0.057 -2.028
H 0.826 0.406 -2.006
H -1.751 -0.549 1.930